[1]
ORCA calculation (wB97M-V/def2-TZVPD) on C64H60ClN6O4SSbTi as an isolated structure in a non-equilibrium geometry.

```
138
Properties=species:S:1:pos:R:3
C 4.9088 0.8117 -2.7032
C -2.7435 5.4253 -4.2341
N -2.1786 0.2955 -0.4002
C -3.2066 -3.8411 -3.7560
C -0.1642 -3.2867 1.8081
H 2.9511 7.2235 -1.5292
H 0.9193 -4.7150 -3.4808
C -2.4462 5.3731 -2.8797
C -2.2762 2.5803 0.4420
H 2.3090 2.4590 2.1032
H 3.0176 3.2894 -4.5094
C -3.1229 -0.3552 -6.4431
H -2.1183 4.8262 -6.2010
C -3.4655 0.9105 -5.9943
O 0.6656 -1.0438 1.6698
H 3.5783 2.3609 4.2790
N 1.0246 2.1168 -3.6499
H -2.2986 -3.6652 2.0618
Ti 0.1551 0.1056 0.0308
C 2.9781 4.1558 -3.8602
H 1.9715 -0.3951 2.5651
C -2.1900 0.5484 -3.9863
H -2.3914 -1.6402 -1.1262
H 4.1017 -2.2819 3.1284
H 1.1660 5.5435 -1.3612
C -2.3207 -1.1806 -5.6601
H -2.5051 -6.3185 -0.8768
C -0.9946 3.5451 2.2475
C -2.9964 1.3624 -4.7663
N 1.0641 3.1047 3.6544
Cl 6.7194 2.7468 -3.2098
H 3.1490 2.8437 0.0578
N 2.9024 -0.6379 2.9160
H 1.4925 3.5032 4.4792
H -3.4289 -3.1514 -4.5602
O 0.8069 -0.1167 -3.5263
H 1.4461 -7.0749 1.2719
H 4.3250 0.8291 2.4975
H -1.6847 5.4890 2.8729
C -3.0343 -0.8078 -0.8722
C 0.8731 -2.3282 1.8951
C -3.8350 -5.7772 -2.4698
H -3.8803 3.7494 -0.3026
H -0.9491 -4.4477 -1.2932
H -3.4461 -0.4323 2.0798
H -4.7631 5.8006 1.2752
H -0.1528 3.6094 -5.4186
C -1.1870 2.4697 1.3390
H 3.4025 -4.5029 2.6968
H -1.0934 4.6689 -1.3710
H -1.8197 0.9225 -3.0476
C 2.1411 -2.8016 2.3214
C 3.9672 5.1257 -3.9780
C 2.4051 -4.1852 2.4057
C 4.7007 2.8284 -1.4085
C 1.8554 2.0513 3.0073
H -3.0828 5.8890 -2.1695
H 2.2357 -5.9001 -5.1960
H 1.1628 1.2771 2.7070
C 3.8622 0.2527 -1.9850
C -1.8474 4.6825 2.1640
C -4.0155 -1.2906 0.1954
H -3.4439 6.7773 1.9194
H -3.4750 -0.7076 -7.4048
C 2.3036 0.2149 -0.0307
C -2.7476 1.4310 -0.3307
H 5.4104 0.2488 -3.4800
C 0.7322 0.9841 -2.9889
C -0.4899 4.0342 -3.3315
C 0.1391 -4.6278 1.9402
C 1.8532 -4.9085 -5.4011
C 5.3454 2.0857 -2.3854
C 1.6971 -6.6035 2.2236
C 0.8897 -2.3457 -5.9314
H -4.3893 -2.2634 -0.1309
H 4.4990 0.0653 4.0796
H 4.7408 5.0123 -4.7259
C -2.0680 -3.6801 -2.9679
C 1.9619 4.2984 -2.9244
H 1.8285 -2.5594 -7.8469
H 1.2566 2.0852 -4.6268
C 2.9632 6.3611 -2.1843
C -3.7094 6.0537 1.1510
C 2.9182 1.5429 3.9797
H -4.0910 1.5501 -6.6048
H -3.6008 6.5429 0.1819
C -0.7935 4.0916 -4.6889
C 3.1366 -1.9028 2.8004
C -3.0525 3.7216 0.4025
C -2.7029 -5.6196 -1.6809
C -1.9072 4.7845 -5.1392
H -3.7391 1.5578 -0.7770
H 1.0937 -7.0829 2.9959
H -4.8713 -0.6133 0.2519
C 0.8001 3.3138 -2.8796
C 3.7758 0.4432 3.3600
C -2.8430 4.8239 1.2375
H -0.2779 4.5111 3.9674
H -3.6024 -0.5085 -1.7521
H -3.9280 -2.1247 2.1900
C 1.4329 -5.1213 2.1698
H -4.9678 -5.0084 -4.1231
H 0.5453 -1.3370 -6.1261
N -1.9686 -1.7203 1.4746
C 1.9573 5.4132 -2.0885
C 2.0959 -4.3074 -6.6299
N 0.3532 1.2888 -1.6549
S 0.2939 -2.0111 -1.2038
H -4.5214 -6.5923 -2.2774
C -1.5858 -2.8865 1.7579
H 4.7416 6.9776 -3.2245
C 1.1145 -4.2400 -4.4360
H -0.6812 -5.3409 1.8845
H 2.5107 -0.8516 -0.0985
C 3.2394 0.9443 -0.9472
C -3.3809 -1.4001 1.5795
C -1.8594 -0.7287 -4.4250
C -0.0426 3.6905 3.2977
C 3.6494 2.2568 -0.7055
H -3.2422 2.3604 -4.4218
C 3.9677 6.2256 -3.1367
H 2.4329 1.1590 4.8818
H 5.0240 3.8405 -1.1992
C -1.3232 4.6872 -2.4289
H -2.0549 -2.1648 -6.0300
Sb -0.6794 -2.1016 -3.3298
C -4.0865 -4.8881 -3.5052
H 2.5216 0.5361 0.9840
H 2.6588 -4.8388 -7.3865
C -1.8229 -4.5724 -1.9233
O -0.4600 1.3857 1.3660
C 0.6346 -2.9617 -4.7105
C 1.6236 -3.0286 -6.8931
H 3.5473 -0.7619 -2.2082
C 0.5531 2.6586 -1.5093
H 2.7446 -6.8123 2.4339
O 0.5406 3.2680 -0.4635
H -3.6100 5.9726 -4.5835
```

Output
- HOMO: -11.990 eV
- Total charge: +2
- Electronic energy: -137474.2262 eV
- 2S+1: 1
- ΔE to the lowest compared entry with this formula, charge and spin: 0.0 kJ/mol



[2]
ORCA calculation (wB97M-V/def2-TZVPD) on C49H39AsN3NiO2SSe as an isolated structure in a non-equilibrium geometry.

```
97
Properties=species:S:1:pos:R:3
C -0.4745 -3.6593 -0.6909
C -2.3271 1.7922 1.4952
N 1.2860 -1.2183 -0.7474
Se 1.4484 1.0977 -3.0197
C -3.1397 2.5499 0.6637
H -3.2621 2.2932 -0.3794
C 3.6650 -3.3219 0.0170
H 1.8440 -1.6340 -1.4822
H -2.2986 -2.2181 2.6275
C 3.7901 1.6071 -4.5233
C 5.8286 0.3225 -4.5289
H 4.0266 2.3692 2.7657
C 5.0751 1.3884 -5.0018
C -2.2006 2.1164 2.8475
C -2.7783 -1.0550 0.8834
C -1.4166 2.4927 -2.1584
H 6.8340 0.1594 -4.8966
H -2.7901 3.4910 4.3971
C 4.9787 -3.6622 0.2907
H -0.3196 0.3582 6.7559
H 3.2018 2.4388 -4.8903
H 1.4806 -4.6645 1.9109
C -1.1755 1.2691 5.0155
H -4.2192 4.8342 2.9181
C -0.0077 -0.8319 4.9966
H -4.4790 4.2198 0.5349
C -3.3661 2.6688 -4.1468
Ni 0.5104 0.5928 -0.7926
H 0.5094 -1.6248 5.5226
H -1.5631 2.1169 5.5670
H -5.4543 -1.6008 -1.1284
H -4.4088 0.9844 -5.5991
C -2.8759 3.2241 3.3511
N -0.4067 2.3472 -1.1672
C -1.3926 1.1690 3.6455
C -2.9242 1.4288 -3.7048
H 0.1487 -1.8158 3.1138
C -3.6693 -0.8924 -0.1753
H 0.1468 -6.7182 1.5939
C -4.9548 -2.7691 0.6041
C -0.8817 0.0717 2.9417
C -0.0301 -5.8598 0.9590
C -1.2134 -4.8215 -0.8667
H 3.1377 4.6982 2.6358
C -0.2054 -0.9301 3.6250
C -2.9784 -2.0831 1.7973
H -3.3181 0.5037 -4.1085
H 5.5529 -4.2178 -0.4398
H 1.1671 5.1409 1.1604
C 3.5133 -2.2267 2.1747
H 2.9258 -1.6732 2.9006
H -1.9616 -4.8700 -1.6474
C 0.7194 -4.7071 1.1404
C 4.0000 -0.3171 -3.1011
O -4.8679 3.9517 -5.4526
C 1.0450 3.0997 0.5289
H 3.2025 -3.6200 -0.9181
C -4.0657 -2.9365 1.6556
H -3.1591 4.7762 -3.9592
C -0.4799 0.2762 5.6881
C -3.8255 3.6426 1.1774
C -4.4258 2.8709 -5.1987
H -1.4000 4.6469 -2.2267
H 3.5799 -0.9887 -2.3607
S 1.2926 -2.0438 0.6115
H 5.2890 -2.2870 3.3781
C 3.2426 0.7525 -3.5713
H -0.6295 -2.7930 -1.3226
C -4.7559 -1.7440 -0.3128
C 2.6806 3.8980 2.0677
H -0.6151 4.2433 -0.3645
C 0.4865 -3.6195 0.3072
C 5.2869 -0.5297 -3.5783
C 2.9480 -2.6024 0.9647
C 2.5744 1.6183 1.3781
C -0.0848 3.2951 -0.3855
H 5.4903 2.0563 -5.7459
C -3.6832 3.9832 2.5177
C 4.8317 -2.5772 2.4411
H -5.8060 -3.4304 0.5015
N 1.5339 1.8530 0.5895
C -0.9988 -5.9129 -0.0370
C -1.8406 3.7383 -2.6170
H 6.5829 -3.5714 1.7125
H 5.8671 -1.3692 -3.2129
C 5.5593 -3.2908 1.5002
H -1.5935 0.3801 -2.3918
H 2.9429 0.5983 1.3983
O -4.8750 1.7861 -5.8559
H -1.5890 -6.8121 -0.1641
As -1.2924 0.2065 1.0400
C 3.1803 2.6096 2.1375
C -1.9523 1.3440 -2.7231
C -2.8120 3.8187 -3.5934
C 1.5873 4.1468 1.2517
H -3.5258 -0.0890 -0.8888
H -4.2231 -3.7288 2.3777
```

Output
- HOMO (alpha / beta): -9.263 / -9.263 eV
- Total charge: +1
- Electronic energy: -238069.2405 eV
- 2S+1: 1
- ΔE to the lowest compared entry with this formula, charge and spin: 68.6 kJ/mol